{
  "formula": "C12H19HgN3S4",
  "method": "the ωB97M-V functional and the def2-TZVPD basis",
  "total_energy_ev": -64735.7030,
  "gap_ev": [5.74, 5.74],
  "de_lowest_kcal_mol": 20.5,
  "elements": ["Hg", "S", "S", "C", "C", "C", "N", "C", "C", "H", "H", "H", "H", "H", "H", "H", "H", "C", "H", "H", "H", "H", "H", "H", "H", "C", "C", "H", "H", "H", "H", "S", "C", "C", "N", "C", "S", "C", "N"],
  "coordinates": [[0.27918, -0.49739, 0.77179], [-1.74090, 1.19303, 1.86260], [2.66437, -0.24648, -0.66046], [-3.12721, 0.32885, 1.06938], [-1.69034, 2.69034, 0.82859], [-1.00208, 2.56238, -0.52468], [0.32288, 1.95137, -0.39304], [1.12167, 1.95537, -1.62050], [2.52785, 1.43199, -1.36564], [-1.17404, 3.44691, 1.43598], [-2.73463, 3.00109, 0.70683], [-0.91921, 3.57709, -0.95719], [-1.60015, 1.94720, -1.21329], [1.21259, 2.98186, -2.01977], [0.60424, 1.34651, -2.37519], [3.05215, 2.09169, -0.66271], [3.10025, 1.39462, -2.29875], [2.14937, -1.21297, -2.10762], [0.84318, 2.41070, 0.36002], [1.23684, -0.82997, -2.57818], [1.95998, -2.23321, -1.76550], [2.98879, -1.20663, -2.81229], [-3.08066, -0.72492, 1.35936], [-3.09780, 0.39705, -0.02499], [-4.04274, 0.78509, 1.46176], [1.41099, -0.18467, 2.70306], [1.63378, 1.16366, 2.38985], [2.23266, -0.90370, 2.58776], [0.65887, -0.43455, 3.46535], [2.56526, 1.46982, 1.90378], [1.05073, 1.94548, 2.88627], [-1.12129, -1.48424, -1.12279], [-1.19350, -3.16347, -0.73666], [-1.62269, -4.07060, -1.76166], [-2.00824, -4.74783, -2.63896], [-0.95098, -3.73371, 0.52870], [-0.78401, -2.88372, 1.96860], [-0.89394, -5.17782, 0.59390], [-0.83124, -6.33622, 0.75631]],
  "forces_ev_per_angstrom": [[-1.359, -1.313, -0.897], [-0.329, -0.053, -0.425], [-0.143, 0.132, -0.480], [-0.407, 0.199, 0.234], [-0.031, 0.015, 0.303], [0.158, -0.102, -0.168], [0.134, 0.130, 0.102], [-0.234, 0.094, 0.131], [0.189, -0.235, 0.056], [-0.170, -0.105, -0.117], [0.283, 0.135, -0.038], [-0.161, -0.231, 0.020], [0.171, 0.111, 0.148], [0.010, -0.237, -0.075], [0.075, 0.125, 0.187], [-0.014, -0.096, -0.169], [-0.087, 0.235, 0.149], [0.415, -0.014, -0.191], [-0.198, 0.021, -0.376], [0.238, -0.095, 0.310], [-0.003, 0.160, -0.064], [-0.247, -0.085, 0.058], [0.086, 0.191, -0.070], [0.166, -0.045, 0.375], [0.072, -0.189, -0.187], [1.427, 2.387, 1.471], [0.301, -2.192, 1.422], [-0.538, 0.188, -0.335], [0.198, 0.057, -0.613], [-0.439, -0.183, -0.128], [-0.167, -0.292, -0.572], [-0.013, 0.625, -0.144], [0.206, -1.476, 1.727], [-0.446, -0.928, -2.146], [0.801, 1.369, 1.892], [-0.675, 0.156, -2.488], [0.801, 1.202, 0.892], [0.038, -2.035, 0.666], [-0.110, 2.376, -0.459]]
}